{"formula": "C84H192N10O20", "method": "ωB97M-V with the def2-TZVPD basis set", "total_energy_ha": -5367.48097, "homo_energy_ev": -8.1, "homo_lumo_gap_ev": 8.7, "max_force_ev_per_a": 4.6, "mol_weight_g_mol": 1662.51, "symbols": ["C", "C", "C", "C", "C", "C", "N", "O", "C", "C", "C", "H", "H", "H", "H", "H", "H", "H", "H", "H", "H", "H", "H", "H", "H", "H", "H", "H", "H", "H", "C", "C", "C", "C", "C", "C", "N", "O", "C", "C", "C", "H", "H", "H", "H", "H", "H", "H", "H", "H", "H", "H", "H", "H", "H", "H", "H", "H", "H", "H", "C", "C", "C", "C", "C", "C", "N", "O", "C", "C", "C", "H", "H", "H", "H", "H", "H", "H", "H", "H", "H", "H", "H", "H", "H", "H", "H", "H", "H", "H", "C", "C", "C", "C", "C", "C", "N", "O", "C", "C", "C", "H", "H", "H", "H", "H", "H", "H", "H", "H", "H", "H", "H", "H", "H", "H", "H", "H", "H", "H", "C", "C", "C", "C", "C", "C", "N", "O", "C", "C", "C", "H", "H", "H", "H", "H", "H", "H", "H", "H", "H", "H", "H", "H", "H", "H", "H", "H", "H", "H", "C", "C", "C", "C", "C", "C", "N", "O", "C", "C", "C", "H", "H", "H", "H", "H", "H", "H", "H", "H", "H", "H", "H", "H", "H", "H", "H", "H", "H", "H", "C", "C", "O", "O", "H", "H", "H", "H", "H", "H", "C", "C", "O", "O", "H", "H", "H", "H", "H", "H", "C", "C", "O", "O", "H", "H", "H", "H", "H", "H", "C", "O", "C", "C", "N", "C", "C", "O", "C", "H", "H", "H", "H", "H", "H", "H", "H", "H", "H", "H", "H", "H", "H", "H", "C", "O", "C", "C", "N", "C", "C", "O", "C", "H", "H", "H", "H", "H", "H", "H", "H", "H", "H", "H", "H", "H", "H", "H", "C", "O", "C", "C", "N", "C", "C", "O", "C", "H", "H", "H", "H", "H", "H", "H", "H", "H", "H", "H", "H", "H", "H", "H", "C", "O", "C", "C", "N", "C", "C", "O", "C", "H", "H", "H", "H", "H", "H", "H", "H", "H", "H", "H", "H", "H", "H", "H"], "positions_angstrom": [[-25.06573, 0.48089, 26.06938], [-24.25444, 0.39706, 27.36391], [-24.85748, 1.42230, 28.31206], [-24.47705, 1.14668, 29.76644], [-24.84878, -0.31108, 30.14071], [-24.06261, -1.29025, 29.28010], [-24.44868, -1.00168, 27.87965], [-23.87145, -1.89890, 27.00960], [-22.52096, -1.21599, 29.55904], [-24.66016, -2.64452, 29.60720], [-22.78973, 0.81238, 27.08080], [-25.10824, 1.50966, 25.69014], [-26.11626, 0.29439, 26.27461], [-24.65332, -0.15913, 25.32924], [-24.60021, 2.43101, 28.02263], [-25.96395, 1.37321, 28.24533], [-25.07877, 1.85061, 30.34359], [-23.46976, 1.31749, 30.11291], [-25.89788, -0.43718, 29.97754], [-24.53218, -0.53225, 31.17661], [-22.17949, -0.20422, 29.35999], [-22.43247, -1.50617, 30.63908], [-21.91001, -1.98999, 28.97196], [-25.65414, -2.84650, 29.37290], [-24.04887, -3.42730, 29.14393], [-24.63913, -2.82451, 30.71418], [-22.28195, -0.12635, 26.80597], [-22.27972, 1.39508, 27.86099], [-22.79701, 1.41758, 26.16810], [-24.61693, -2.35292, 26.59758], [-19.71618, -7.31363, 19.24753], [-18.26576, -6.91317, 19.48404], [-17.41512, -8.16531, 19.44308], [-15.88465, -7.88488, 19.57764], [-15.59210, -7.02049, 18.35042], [-16.34081, -5.78701, 18.17679], [-17.78337, -6.05227, 18.28211], [-18.49690, -4.85089, 18.22344], [-15.74366, -4.71875, 19.18061], [-16.08524, -5.24859, 16.74930], [-18.20284, -6.18117, 20.86173], [-20.41988, -6.54274, 19.47332], [-19.96379, -8.17799, 19.93020], [-19.92420, -7.72453, 18.24367], [-17.81258, -8.84870, 20.23684], [-17.49820, -8.74829, 18.47696], [-15.39415, -8.79821, 19.68023], [-15.66631, -7.33337, 20.50427], [-15.73044, -7.64366, 17.42825], [-14.47378, -6.85204, 18.35985], [-15.73562, -5.11573, 20.20580], [-14.67398, -4.46029, 18.89106], [-16.34677, -3.84794, 19.09825], [-16.69473, -4.38242, 16.66622], [-15.03226, -5.11803, 16.67775], [-16.39650, -5.96126, 15.97912], [-17.24290, -6.04959, 21.31062], [-18.87524, -6.64112, 21.60194], [-18.62036, -5.16706, 20.67977], [-19.09446, -4.94336, 17.47160], [-25.32431, -8.22258, 18.91110], [-25.96395, -7.79084, 17.52168], [-25.74969, -6.29663, 17.14633], [-24.25993, -6.11704, 16.80863], [-23.96331, -7.02096, 15.60245], [-24.18544, -8.48758, 15.84443], [-25.57113, -8.64674, 16.34401], [-25.75955, -10.00183, 16.73429], [-24.00229, -9.27897, 14.55643], [-23.15916, -9.14488, 16.82102], [-27.41942, -7.99644, 17.51040], [-24.26527, -8.26618, 19.11089], [-25.63741, -9.26572, 19.21659], [-25.79050, -7.60735, 19.70359], [-26.42831, -6.17121, 16.28733], [-26.04759, -5.69730, 17.98966], [-23.61607, -6.34199, 17.67139], [-24.07852, -5.05671, 16.56041], [-22.92586, -6.87764, 15.24103], [-24.50436, -6.73967, 14.78186], [-24.52437, -8.85249, 13.73493], [-22.92185, -9.28066, 14.35872], [-24.38676, -10.32082, 14.65366], [-23.66199, -9.67478, 17.63170], [-22.64086, -9.96061, 16.24962], [-22.47270, -8.44854, 17.23283], [-27.65085, -9.08633, 17.76068], [-27.78841, -7.78884, 16.49594], [-27.99352, -7.35845, 18.14803], [-26.28894, -10.31569, 16.00524], [-25.92595, -8.77822, 30.97218], [-26.08024, -7.44426, 30.21854], [-24.98057, -7.48396, 29.12827], [-25.15355, -6.38272, 28.10357], [-26.52765, -6.46615, 27.41708], [-27.71719, -6.51501, 28.46365], [-27.40110, -7.46150, 29.53990], [-28.35852, -7.49947, 30.58450], [-28.04428, -5.16367, 28.99308], [-29.01783, -6.99173, 27.72286], [-25.88584, -6.32103, 31.31411], [-26.72737, -8.90516, 31.68106], [-25.07740, -8.71013, 31.65150], [-25.88070, -9.62803, 30.33994], [-24.04269, -7.39632, 29.62981], [-25.06327, -8.52240, 28.69542], [-24.48156, -6.47377, 27.27897], [-24.95210, -5.43377, 28.51097], [-26.48698, -7.40203, 26.81362], [-26.62675, -5.64414, 26.73611], [-28.60533, -5.19591, 29.96940], [-27.12456, -4.60872, 29.23225], [-28.61125, -4.59513, 28.31650], [-29.93950, -6.65819, 28.23543], [-29.06799, -6.79460, 26.63506], [-29.06378, -8.07102, 27.86334], [-25.33518, -5.47053, 30.90081], [-25.23643, -6.65018, 32.11184], [-26.85772, -6.00910, 31.64723], [-28.81207, -8.36043, 30.50089], [-28.18996, -2.65222, 24.60979], [-28.88991, -3.33142, 23.44476], [-29.75910, -2.31783, 22.81445], [-30.35664, -2.62459, 21.45438], [-29.26891, -3.09248, 20.54495], [-28.42611, -4.23241, 21.11497], [-27.85864, -3.86277, 22.51107], [-27.24551, -5.02864, 22.97850], [-29.21455, -5.53291, 20.96902], [-27.19469, -4.43717, 20.18631], [-29.78837, -4.44779, 24.06382], [-28.91948, -2.44693, 25.39524], [-27.56726, -1.82161, 24.33273], [-27.41934, -3.37830, 24.90401], [-30.62915, -2.09775, 23.44930], [-29.29159, -1.39682, 22.73722], [-30.87582, -1.68955, 21.04215], [-31.11194, -3.46706, 21.62227], [-28.56686, -2.30452, 20.30382], [-29.70887, -3.29612, 19.58537], [-28.83268, -6.48138, 21.40679], [-30.26668, -5.48729, 21.32752], [-29.32888, -5.74173, 19.93343], [-27.47158, -4.80348, 19.21391], [-26.69825, -3.48363, 20.01415], [-26.54949, -5.24481, 20.60187], [-29.18155, -5.19909, 24.59762], [-30.49950, -4.82281, 23.32175], [-30.40903, -3.87638, 24.78389], [-27.91216, -5.64651, 23.32540], [-24.07714, -4.68523, 25.47293], [-23.10296, -4.31382, 24.32513], [-21.92022, -5.30017, 24.51493], [-20.94481, -5.31276, 23.36459], [-21.70631, -5.52651, 22.05985], [-22.81349, -4.46019, 21.85310], [-23.73368, -4.54432, 23.06090], [-24.87772, -3.61432, 22.98526], [-22.16504, -3.11981, 21.52827], [-23.68517, -4.91937, 20.61148], [-22.65614, -2.82412, 24.45693], [-24.81933, -3.95812, 25.70818], [-23.46962, -4.89196, 26.37831], [-24.53170, -5.63620, 25.19300], [-21.46386, -5.12418, 25.52965], [-22.41906, -6.29093, 24.67584], [-20.23010, -6.09324, 23.47799], [-20.37047, -4.32782, 23.36850], [-22.20363, -6.49869, 22.09830], [-21.04934, -5.44042, 21.22643], [-21.34546, -2.84072, 22.24796], [-21.55551, -3.18629, 20.65721], [-22.82218, -2.29774, 21.30451], [-24.51502, -4.19779, 20.46764], [-23.09117, -4.82071, 19.65680], [-24.10820, -5.95327, 20.59719], [-22.59853, -2.43920, 25.51725], [-23.31424, -2.16917, 23.92554], [-21.70652, -2.64634, 23.94991], [-25.60929, -4.06718, 23.30404], [-17.55767, -4.40526, 24.39756], [-18.25423, -3.58305, 25.48658], [-17.56528, -3.92335, 26.65098], [-16.28849, -3.91415, 24.13673], [-18.12850, -4.48497, 23.46539], [-17.48493, -5.38689, 24.86672], [-19.31865, -3.90763, 25.52870], [-18.16396, -2.59128, 25.10892], [-17.92225, -3.44834, 27.41166], [-15.72181, -4.13555, 24.86469], [-24.71195, -0.60218, 21.59076], [-25.70402, 0.49263, 21.89066], [-26.69269, 0.02125, 22.77623], [-25.38047, -1.74448, 21.14424], [-24.13403, -0.81627, 22.48502], [-24.05798, -0.20691, 20.76660], [-26.09361, 0.93007, 20.99270], [-25.20408, 1.31429, 22.39833], [-26.99187, -0.81386, 22.41501], [-25.34636, -2.41602, 21.83657], [-17.09289, -1.84383, 21.26147], [-18.35315, -1.10640, 21.54345], [-18.80119, -1.58347, 22.76155], [-16.13988, -1.59418, 22.28921], [-16.58480, -1.43280, 20.39091], [-17.26502, -2.90642, 21.08953], [-19.01607, -1.22097, 20.67110], [-18.23054, -0.00146, 21.66306], [-18.41196, -0.92274, 23.40321], [-15.93075, -2.45731, 22.69158], [-19.98983, -6.31987, 15.31759], [-20.22748, -5.25129, 16.25893], [-21.32760, -4.35502, 15.96376], [-20.84073, -2.92481, 15.49507], [-19.98595, -2.24161, 16.36295], [-20.50643, -2.00577, 17.70571], [-21.87296, -1.32432, 17.69384], [-23.00670, -2.07052, 17.31388], [-24.24810, -1.58146, 17.75409], [-20.93755, -6.82583, 15.08981], [-19.28819, -7.00747, 15.76056], [-19.53953, -5.90515, 14.37338], [-21.98408, -4.34874, 16.81828], [-22.02728, -4.82370, 15.22702], [-21.82312, -2.37719, 15.39131], [-20.41426, -3.08457, 14.52629], [-19.14320, -2.75502, 16.51609], [-19.77487, -1.50445, 18.30199], [-20.60623, -2.94942, 18.18462], [-21.81467, -0.40848, 17.08641], [-22.02178, -1.05899, 18.75552], [-24.60232, -0.61158, 17.28866], [-24.30395, -1.46556, 18.83406], [-24.87839, -2.35245, 17.41715], [-21.70134, -5.18627, 28.91928], [-20.54976, -5.23689, 28.12646], [-19.37702, -5.37580, 28.92303], [-19.05480, -4.26606, 29.98818], [-18.79527, -2.95777, 29.34375], [-17.93060, -2.10325, 30.17420], [-18.04335, -0.58894, 29.81237], [-19.10120, -0.09083, 30.57339], [-19.95623, 0.98786, 30.04321], [-21.80593, -6.20401, 29.40471], [-22.64101, -5.05115, 28.29070], [-21.61031, -4.45717, 29.72151], [-18.57480, -5.28676, 28.18083], [-19.35346, -6.36444, 29.43156], [-18.09018, -4.52932, 30.41147], [-19.81853, -4.25713, 30.71876], [-19.63548, -2.46322, 29.03347], [-16.92718, -2.47646, 29.92298], [-18.09970, -2.18464, 31.27360], [-18.38961, -0.63366, 28.76815], [-17.04201, -0.09532, 29.89150], [-20.95489, 0.70637, 30.40442], [-19.86787, 1.11788, 29.00877], [-19.54806, 1.88798, 30.46747], [-22.57625, -10.45372, 28.77421], [-23.16915, -10.06073, 27.50408], [-22.22302, -9.22402, 26.84929], [-22.60694, -9.19383, 25.37964], [-23.96655, -8.73384, 25.15090], [-24.30218, -8.58122, 23.72951], [-25.65919, -7.89027, 23.61884], [-26.59126, -8.69184, 24.33718], [-27.89637, -8.49289, 23.84063], [-22.22991, -9.61971, 29.39778], [-21.75834, -11.10324, 28.58788], [-23.45137, -10.86653, 29.29386], [-21.20547, -9.63048, 26.97423], [-22.26503, -8.28049, 27.40777], [-22.42632, -10.20608, 24.95909], [-21.95100, -8.47708, 24.81635], [-24.71642, -9.27896, 25.59831], [-24.13820, -9.50241, 23.19252], [-23.61736, -7.82961, 23.34333], [-25.93323, -7.74530, 22.57348], [-25.70623, -6.88740, 24.01758], [-28.16839, -8.76965, 22.79064], [-28.12770, -7.42095, 23.93638], [-28.59200, -8.94112, 24.54023], [-14.49145, 1.16210, 24.21801], [-15.66583, 1.37595, 24.95766], [-16.18725, 0.25298, 25.62412], [-17.60869, 0.39696, 25.87520], [-18.48245, 0.51191, 24.74867], [-19.84657, 0.81447, 25.12886], [-20.78025, 0.49339, 23.99084], [-20.31226, 1.22392, 22.85108], [-21.16141, 1.01907, 21.72425], [-14.31469, 2.05220, 23.66844], [-14.74332, 0.40943, 23.51249], [-13.62696, 1.00285, 24.81276], [-15.71823, 0.02379, 26.60864], [-16.00149, -0.65046, 25.00198], [-17.82624, 1.22198, 26.58005], [-17.88212, -0.49416, 26.42889], [-18.19340, 1.33940, 24.23013], [-19.96529, 1.86555, 25.40405], [-20.21764, 0.32494, 25.98027], [-21.88384, 0.82387, 24.07665], [-20.66617, -0.57679, 23.72203], [-20.82852, 1.56576, 20.89153], [-22.19154, 1.44537, 21.93024], [-21.11355, -0.09278, 21.53471]], "forces_ev_per_a": [[-0.278, 1.015, 0.606], [-0.087, 0.464, -0.232], [-0.399, -0.914, 0.855], [-1.343, -0.224, 0.680], [1.816, 1.410, 0.114], [-0.518, -0.123, -0.954], [-0.803, 2.011, 1.132], [0.546, -0.640, -0.394], [-0.710, -1.684, 0.257], [2.640, -1.215, 1.644], [-0.211, -0.824, -0.814], [0.510, -0.080, -0.018], [-0.071, -0.672, -0.026], [0.094, -0.627, -0.863], [0.313, 0.238, -0.278], [0.433, -0.090, 0.129], [-0.033, -0.092, 0.360], [0.630, 0.305, -0.556], [-0.710, -0.387, 0.118], [-0.580, 0.227, -0.237], [0.147, -0.384, 0.098], [0.361, 0.523, -0.768], [-1.033, 1.165, 0.553], [-1.825, 0.370, -0.960], [-0.126, -0.045, 0.115], [0.358, 0.169, -0.717], [0.363, 0.451, 0.278], [-0.190, -0.467, -0.042], [0.112, 0.092, 0.199], [0.139, 0.049, 0.006], [-0.189, -1.745, 0.121], [0.565, 0.950, -0.872], [0.724, -1.488, 0.488], [-2.843, 2.068, 0.145], [3.124, -3.307, -0.624], [-0.013, 2.145, 0.221], [-0.414, -1.543, 1.134], [0.321, 0.813, 0.927], [0.737, -1.042, -0.649], [-0.731, -1.321, 0.899], [-1.331, 0.627, -0.865], [-0.405, 0.683, -0.035], [0.273, 0.877, -0.396], [0.351, 0.457, 0.183], [0.474, 0.452, -0.434], [-0.385, 0.806, 0.818], [1.198, -1.452, -0.438], [-0.119, -0.027, -0.196], [-0.072, 0.167, 0.698], [-1.056, 0.398, -0.197], [-0.013, 0.340, -0.306], [-1.333, -0.378, 0.286], [-0.413, 0.918, 0.246], [-0.006, 1.109, -0.424], [0.815, 0.671, -0.387], [-0.060, -0.087, 0.211], [0.723, -0.151, 0.112], [0.246, -0.143, -0.292], [0.242, -0.410, 0.148], [-0.347, -0.313, -0.353], [-1.782, -0.835, 0.575], [1.353, -0.299, 0.057], [1.194, -1.821, 0.037], [-0.651, 0.594, -0.688], [2.540, 0.111, 1.769], [0.173, -1.408, 1.135], [0.762, 0.994, 0.072], [0.199, 0.010, -0.028], [-0.053, -0.612, 0.248], [-0.530, -1.387, -0.716], [-2.091, -2.126, 0.142], [0.451, 0.669, -0.614], [0.006, 0.910, -0.763], [0.225, 0.067, -0.362], [0.500, 0.566, 0.155], [-0.215, 0.310, 0.202], [-0.245, -0.098, -0.162], [0.077, -0.389, -0.042], [-0.264, -0.211, 0.444], [-1.936, 0.905, -2.040], [-0.478, 0.581, -0.841], [-0.386, -0.198, -0.307], [0.591, 0.638, 0.126], [0.061, 0.203, -0.100], [-0.024, 0.900, 0.770], [0.828, 0.627, 0.343], [0.034, 1.505, -0.271], [0.078, -0.234, 0.227], [-0.163, 0.451, 0.860], [-0.345, -0.422, -0.145], [-0.296, 1.110, 1.089], [0.646, -0.400, 0.335], [-1.454, -0.516, -0.153], [-0.909, -1.287, -0.817], [-0.018, -1.433, 1.642], [-0.786, -0.110, -1.363], [1.255, -1.210, 0.119], [-1.026, 0.072, -0.357], [1.033, 0.963, 2.534], [-0.008, -0.964, 0.723], [0.417, -0.004, -1.840], [-0.633, -0.105, 0.104], [0.497, -0.207, -0.431], [0.134, -0.781, -0.684], [0.880, -0.051, 0.357], [0.307, 1.178, -0.043], [0.890, -0.402, -0.316], [-0.007, 1.378, 0.822], [-0.387, 0.468, 0.338], [-0.459, 0.579, -0.340], [0.336, -0.239, -1.047], [-0.137, 0.037, -0.109], [-0.729, 0.833, -1.034], [0.470, 0.314, -0.360], [0.199, 0.247, 0.628], [0.118, -0.290, -0.385], [-0.344, 0.201, -0.206], [-0.200, -0.360, 0.403], [-0.249, 0.202, 0.498], [0.431, 0.583, -0.140], [1.002, -1.408, 0.027], [0.216, -1.351, 1.056], [-2.488, 0.176, -0.825], [-1.292, -0.253, 0.442], [0.532, 0.397, -0.062], [0.996, -0.478, -0.677], [-1.750, 0.181, -2.290], [0.464, -0.162, 0.856], [-1.461, -0.913, 1.682], [0.038, -0.221, 0.942], [-0.195, 1.228, 0.027], [0.441, 0.181, 0.080], [-0.268, 0.865, -0.266], [-0.330, -0.051, 0.803], [0.373, -0.202, 0.396], [1.419, 1.863, -0.141], [0.526, -1.459, 0.574], [0.634, 1.186, -0.614], [0.189, 0.665, 0.276], [0.012, -0.844, -0.569], [0.338, 0.793, -0.051], [0.580, 0.214, -0.003], [0.099, -0.076, -1.038], [-0.621, -0.075, -0.438], [0.455, -0.126, 0.341], [-0.132, 0.913, -0.102], [-0.625, 0.100, -0.184], [0.381, -0.486, 0.228], [0.334, -0.736, -0.045], [-0.022, 0.191, -0.235], [1.427, -0.898, -0.287], [0.698, 1.288, 1.880], [-0.798, -0.502, 1.160], [-0.034, 1.607, -0.049], [-0.988, 0.818, 1.188], [-1.596, -1.045, -0.820], [-0.561, -0.369, -1.226], [3.656, 1.308, -1.233], [1.425, 0.304, 0.963], [0.287, 0.860, -0.776], [0.926, -0.056, 1.211], [-0.703, 0.550, -0.046], [-0.431, 0.384, -0.494], [-0.246, 0.030, 0.128], [-0.132, 0.206, -1.056], [0.472, 0.401, -0.491], [0.757, -0.656, 0.227], [-0.623, -1.163, -0.209], [0.177, -0.106, -0.199], [0.470, -0.220, -0.761], [-1.241, -0.004, -0.477], [0.238, -0.636, -1.245], [-0.489, 0.259, 0.424], [0.389, -0.473, 0.218], [-0.226, -0.123, 0.966], [0.457, 0.715, 0.606], [0.145, -0.751, -1.245], [-0.795, 0.282, -0.153], [0.112, -0.193, 0.603], [-2.162, -2.014, 0.758], [-1.342, -0.695, 0.872], [-0.712, -1.736, -1.587], [0.531, 0.416, 0.538], [0.841, 0.565, -1.135], [0.190, 0.284, 0.213], [0.009, -0.495, -0.361], [0.411, 0.380, 0.078], [-0.045, 1.342, 0.437], [-0.171, 0.195, 0.355], [0.370, -0.057, 0.585], [0.391, 0.889, -0.855], [0.491, 0.158, 0.946], [-0.280, 0.387, 0.174], [-0.406, 0.111, -0.687], [0.287, -0.014, 0.075], [-0.116, -0.469, 0.706], [-0.641, -0.024, -0.764], [0.205, 0.092, 0.176], [-0.141, -0.451, -0.214], [0.189, -0.482, 0.204], [1.600, 0.963, -0.856], [0.391, 1.049, -0.581], [-0.885, 0.281, 1.367], [0.162, -0.951, 0.566], [-0.352, -0.124, -0.716], [-0.152, -0.068, 0.208], [-0.427, -0.361, 0.481], [0.395, -0.619, -0.455], [-0.760, -0.813, -0.074], [-0.170, 0.548, 0.219], [-0.224, 1.384, -0.640], [-0.385, -0.237, -0.589], [-0.012, -0.387, -0.826], [-3.139, -1.920, 0.003], [1.055, 1.336, 0.958], [-1.410, -0.853, -1.533], [0.257, 1.267, 1.350], [0.901, -0.471, -0.363], [0.283, 1.285, -0.300], [0.316, 0.029, -0.003], [0.198, -0.143, 0.290], [-0.453, -0.406, 0.707], [0.246, 0.446, 0.783], [0.876, 0.406, -0.105], [1.156, -0.302, -0.197], [0.476, 0.287, -0.640], [0.789, -0.334, -0.361], [0.260, 0.957, 0.176], [-0.431, -1.144, 0.862], [0.000, -0.002, 0.138], [-0.072, 0.403, -0.154], [0.726, -0.782, 0.215], [0.068, -0.141, 0.246], [-1.396, -0.788, -0.086], [-1.232, -1.767, -0.030], [0.252, 0.735, 0.283], [0.926, 0.483, -0.065], [0.294, -0.101, -2.574], [-0.568, 0.093, 0.120], [0.580, 0.510, -0.080], [-0.278, -1.800, -0.924], [-0.860, 0.917, 0.116], [1.383, -1.436, 2.393], [-0.162, 0.844, -0.145], [1.433, 0.149, 0.710], [-0.360, 0.310, -0.081], [-0.080, -0.517, 0.283], [-0.128, 0.361, -0.248], [-0.070, -0.391, 0.333], [-0.670, 0.295, 1.219], [0.113, -0.339, 0.488], [0.090, 0.359, 0.501], [-0.025, -0.135, -0.628], [0.561, 0.520, -0.206], [-0.915, 0.024, 0.172], [0.452, 0.675, -0.279], [-0.146, -0.367, -1.840], [-0.366, 0.658, 0.441], [-2.536, 0.832, -0.438], [1.368, -0.215, 1.117], [-0.539, -0.164, -0.017], [0.200, 0.539, -0.520], [-0.727, 0.154, 0.098], [0.331, 1.813, 1.373], [0.206, -1.220, -0.140], [-0.724, -0.394, -1.268], [-0.614, 0.885, 0.583], [-0.020, 0.290, -0.399], [0.623, -0.962, 0.051], [0.716, -0.502, 0.150], [-0.144, 0.019, -0.209], [0.155, 0.423, -0.633], [0.019, 0.245, 0.139], [-0.287, -0.637, 0.537], [0.907, 0.101, -0.050], [-0.550, -0.438, -0.587], [0.421, -0.020, -0.322], [-0.178, -0.448, -0.323], [0.562, 0.377, 0.447], [0.859, -0.215, 0.656], [-0.075, 0.113, -0.172], [-0.067, -0.494, -0.033], [-1.206, 0.314, -0.099], [-0.502, 0.714, 0.962], [1.930, -1.086, -0.732], [-1.757, 0.346, 1.696], [0.183, 0.270, -0.923], [-0.836, 1.070, -0.899], [-0.968, 0.361, -1.556], [-0.073, 0.602, -0.417], [-0.675, -1.205, 1.863], [0.118, 0.980, -0.516], [0.526, -1.164, -0.713], [0.797, -0.669, 0.716], [0.171, 0.464, -0.421], [-0.181, 0.289, 0.118], [0.401, 0.079, 0.016], [-0.256, -0.412, 0.176], [0.234, -0.360, -0.291], [0.116, 0.363, -0.112], [0.027, -1.303, 1.269], [1.497, -0.821, 0.675], [-0.513, 0.335, 0.387], [0.968, 0.614, -1.032], [0.715, -0.950, -0.035], [-0.741, 1.005, -0.234]], "mulliken_charge": [-2.236, 2.319, -1.455, -0.567, -1.529, 1.609, -0.578, 1.726, -0.074, -1.662, -1.681, 0.509, 0.481, 0.064, 0.317, 0.446, 0.502, 0.147, 0.394, 0.510, -0.815, 0.795, -0.918, 0.606, -0.349, 0.602, -0.147, 0.249, 0.692, -0.154, -2.152, 2.449, -1.475, -0.787, -1.511, 1.671, 0.148, 0.814, -1.450, -2.097, -1.413, -0.045, 0.605, 0.301, 0.469, 0.235, 0.529, 0.328, 0.340, 0.337, 0.250, 0.428, 0.236, 0.262, 0.548, 0.374, 0.560, 0.339, -0.097, 0.289, -1.557, 2.090, -0.718, 0.931, -1.582, 2.193, -0.119, -0.476, -1.888, -1.766, -1.812, 0.357, 0.402, 0.127, 0.637, -0.417, -0.646, 0.566, -0.556, 0.565, 0.436, 0.391, 0.458, 0.286, 0.498, 0.269, 0.390, 0.485, 0.176, 0.417, -2.200, 1.895, -1.606, 0.904, -0.875, 2.686, 0.110, -0.515, -1.994, -1.736, -1.421, 0.592, 0.402, 0.388, 0.078, 0.282, -0.298, -0.158, 0.103, -0.061, 0.327, 0.246, 0.644, 0.373, -0.028, 0.471, 0.103, 0.427, 0.289, 0.359, -1.644, 1.867, -1.804, -0.390, -1.862, 2.029, 0.762, 1.472, -1.814, -1.752, -1.693, 0.635, 0.163, -0.367, 0.405, 0.498, 0.397, 0.398, 0.404, 0.399, 0.016, 0.426, 0.516, 1.020, 0.048, -0.199, -0.083, 0.382, 0.599, -0.977, 0.596, 2.569, 0.932, 0.312, -0.486, 2.603, 0.415, 3.472, 0.834, -0.466, 0.018, -1.249, 0.055, -0.342, -0.453, -0.934, 1.274, -1.659, 0.179, -0.606, -1.056, -0.094, -0.634, -0.897, -0.700, 0.340, 0.293, -1.244, -1.254, -1.393, -0.627, 2.039, -0.682, -0.548, -0.274, 0.697, -0.466, -0.785, 0.058, 0.333, 0.984, -1.059, -0.516, -0.059, -0.654, 0.054, 0.387, 0.489, 0.124, -0.257, 0.237, 0.244, 0.992, -0.560, 0.506, -0.409, -0.715, 0.436, -0.677, 0.277, -0.523, -0.472, 1.024, -1.416, -0.347, -0.095, -0.574, -0.038, -0.789, -0.080, 0.249, 0.269, -0.918, 0.532, 0.263, 0.710, 0.288, 0.279, 0.014, 0.391, 0.111, 0.240, 0.200, 0.328, 0.441, -0.124, -0.685, -1.098, 0.476, -1.050, 0.522, -0.378, -0.300, 0.252, -1.023, 0.303, 0.425, 0.318, 0.604, 0.386, -0.074, 0.480, 0.352, -0.535, 0.325, 0.211, 0.002, 0.447, -0.830, -0.395, -0.065, -0.666, 0.155, -0.065, 0.811, -0.466, -0.352, 0.266, 0.433, 0.230, 0.609, -0.158, 0.348, 0.109, 0.264, 0.619, -0.620, 0.497, -0.891, 0.323, -0.384, 0.443, -0.668, -0.393, -0.588, -0.201, 0.177, -1.578, 1.823, -0.531, -0.498, 0.277, 0.219, 0.303, 0.401, 0.074, 0.462, -0.075, 0.253, 0.327, 0.237, 0.302, -1.202, 0.490, 0.256, -0.061]}